Run P
The following is a DFT calculation (ωB97M-V/def2-TZVPD) of one molecule with the formula C5H10N2O2S.

## Properties
* HOMO (spin up / spin down): -8.82 / -8.82 eV
* E_LUMO (spin up / spin down): -0.6 / -0.6 eV
* gap between HOMO and LUMO (spin up / spin down): 8.2379 / 8.2392 eV

Atoms and positions in Å:
S  0.533  1.734  -0.955
O  -1.237  -1.216  -2.021
O  -1.321  3.895  0.729
N  -1.030  2.594  0.184
N  -0.224  0.746  -1.895
C  -0.554  -1.491  0.938
C  0.815  0.589  0.442
C  0.369  -0.802  -0.147
C  1.422  -1.755  -0.534
C  -0.477  -0.511  -1.418
H  -1.484  -1.045  1.084
H  1.320  -2.320  -1.482
H  0.096  0.711  1.318
H  2.331  -1.279  -0.792
H  -1.776  2.586  -0.548
H  -1.244  3.709  1.624
H  -0.943  -2.393  0.585
H  1.769  0.433  0.719
H  -0.070  -1.777  1.816
H  1.706  -2.406  0.353

=====

Run Q
The following is a DFT calculation (ωB97M-V/def2-TZVPD) of one molecule with the formula C5H10N2O2S.

## Properties
* HOMO: -8.87 eV
* E_LUMO: 0.6 eV
* SMILES string: CNC(=O)O/N=C(/C)SC
* gap between HOMO and LUMO: 9.4850 eV

Atoms and positions in Å:
S  2.801  -0.569  0.376
O  -0.377  -0.814  0.153
O  -1.896  -2.292  -0.382
N  0.093  0.394  -0.157
N  -2.542  -0.067  -0.210
C  2.120  -2.213  0.025
C  1.343  0.599  0.011
C  1.802  1.903  -0.572
C  -2.425  1.134  0.665
C  -1.668  -1.109  -0.112
H  1.257  -2.033  -0.865
H  -3.489  1.320  1.107
H  3.092  -2.803  -0.177
H  -3.468  -0.373  -0.265
H  -1.944  0.764  1.670
H  1.925  2.771  0.304
H  -1.687  1.918  0.205
H  1.392  -2.580  0.872
H  2.819  1.873  -1.260
H  0.852  2.176  -1.389

=====

Run R
The following is a DFT calculation (ωB97M-V/def2-TZVPD) of one molecule with the formula C5H10N2O2S.

## Properties
* HOMO: -8.91 eV
* E_LUMO: 0.7 eV
* gap between HOMO and LUMO: 9.6204 eV

Atoms and positions in Å:
S  0.998  0.422  0.214
O  2.329  0.175  0.619
O  1.048  -2.541  -3.779
N  0.470  -1.236  0.119
N  -0.191  -2.360  -1.865
C  -0.601  -1.698  -0.674
C  0.364  1.232  1.847
C  0.418  -2.296  -2.847
C  -1.558  -0.552  -1.026
C  0.476  2.732  1.474
H  -0.678  0.763  1.955
H  -0.038  3.066  0.536
H  0.963  1.133  2.785
H  -1.072  0.380  -1.265
H  -2.164  -0.317  -0.144
H  -1.170  -2.508  -0.188
H  -2.183  -0.795  -1.810
H  1.531  2.914  1.434
H  -0.161  3.316  2.197
H  1.219  -1.831  0.418

=====

The most stable arrangement is run R, and the next structure is 184.5 kJ/mol less stable.

=====

Run P
The following is a DFT calculation (ωB97M-V/def2-TZVPD) of a 2-piece molecular cluster, C4H10NP overall.

## Properties
* HOMO (spin up / spin down): -7.62 / -7.64 eV
* E_LUMO (spin up / spin down): -0.9 / -0.9 eV
* gap between HOMO and LUMO (spin up / spin down): 6.7293 / 6.7242 eV

Atoms and positions in Å:
P  -4.063  0.223  -0.261
N  0.347  0.232  -0.089
C  -0.406  -0.802  0.051
C  0.252  -2.097  -0.271
C  1.842  0.444  -0.123
C  -0.315  1.526  0.261
H  -3.597  0.829  1.012
H  2.310  0.764  0.794
H  -0.122  1.755  1.207
H  -0.092  2.211  -0.506
H  -0.240  -2.744  0.555
H  -0.068  -2.344  -1.232
H  2.203  -0.511  -0.421
H  -1.483  1.459  0.346
H  1.333  -2.035  -0.356
H  2.101  1.091  -0.969

=====

Run Q
The following is a DFT calculation (ωB97M-V/def2-TZVPD) of a 2-piece molecular cluster, C4H10NP overall.

## Properties
* HOMO: -8.20 eV
* E_LUMO: 1.0 eV
* SMILES string: CP(C)C.C#N
* gap between HOMO and LUMO: 9.2193 eV

Atoms and positions in Å:
P  0.577  -0.309  -0.727
N  -1.174  1.778  -2.328
C  -0.540  2.216  -3.170
C  -1.298  -0.502  -0.355
C  1.052  -1.179  0.907
C  1.183  1.372  -0.163
H  2.056  -0.849  1.174
H  0.955  -2.218  0.665
H  -1.393  -1.532  -0.338
H  0.368  -0.900  1.760
H  -1.549  0.112  0.524
H  0.669  1.441  0.875
H  0.757  2.063  -0.908
H  0.254  2.444  -3.806
H  -1.873  -0.025  -1.197
H  2.221  1.572  0.001

=====

Run R
The following is a DFT calculation (ωB97M-V/def2-TZVPD) of one molecule with the formula C4H10NP.

## Properties
* HOMO: -7.79 eV
* E_LUMO: 1.2 eV
* SMILES string: CP(C)N1CC1
* gap between HOMO and LUMO: 8.9836 eV

Atoms and positions in Å:
P  0.419  0.219  -0.904
N  -0.387  -0.707  0.292
C  1.958  0.457  0.105
C  -0.499  -2.170  0.497
C  -1.647  -1.362  0.077
C  -0.492  1.819  -0.667
H  -2.475  -1.038  0.752
H  2.338  -0.551  0.458
H  -1.184  2.125  -1.583
H  -1.179  1.803  0.091
H  -2.109  -1.412  -0.955
H  2.722  1.074  -0.422
H  -0.432  -2.497  1.651
H  -0.288  -2.985  -0.199
H  1.729  0.968  0.957
H  0.237  2.570  -0.626

=====

The most stable arrangement is run Q, and the next structure is 39.9 kJ/mol less stable.

=====

Run P
The following is a DFT calculation (ωB97M-V/def2-TZVPD) of H39O20 as an isolated structure.

## Properties
* HOMO: -7.20 eV
* E_LUMO: 2.0 eV
* total charge: -1
* gap between HOMO and LUMO: 9.2480 eV

Atoms and positions in Å:
O  -2.533  2.348  1.356
O  -2.047  -0.968  2.739
O  -0.004  1.434  -3.791
O  -2.711  1.743  -1.800
O  1.154  2.888  1.396
O  2.899  4.568  0.139
O  -0.219  -4.136  2.157
O  -0.707  4.154  3.312
O  0.122  -5.390  -0.288
O  0.097  5.417  -1.060
O  -0.252  1.040  -1.100
O  3.616  2.125  0.280
O  -3.964  -3.439  -2.899
O  0.330  -0.540  1.084
O  2.847  0.123  -0.857
O  3.246  -2.558  0.387
O  0.358  -3.663  -2.847
O  -0.616  -2.480  4.465
O  0.495  -1.036  -2.947
O  -2.612  -2.213  0.083
H  0.402  -4.661  2.155
H  -0.381  -3.960  1.299
H  -1.863  -2.168  0.779
H  1.220  -3.793  -2.538
H  -1.413  -0.561  2.035
H  0.931  3.603  0.676
H  3.210  1.145  -0.380
H  0.884  -0.711  -2.112
H  0.341  -2.665  -2.769
H  -3.155  -1.545  0.421
H  -0.425  -0.653  -2.812
H  -3.241  1.837  0.897
H  3.103  4.816  1.096
H  -1.108  -2.927  3.792
H  1.024  0.066  0.743
H  -4.437  -2.724  -2.406
H  3.206  3.582  0.170
H  -1.958  1.012  -1.845
H  0.819  5.437  -0.580
H  -0.794  1.237  -0.314
H  -0.188  1.678  -2.739
H  0.065  -4.851  -1.241
H  3.230  0.009  -1.802
H  -1.253  -1.820  4.847
H  -0.845  -5.586  -0.173
H  -1.578  3.896  2.863
H  -2.207  1.803  1.984
H  -0.744  5.579  -0.628
H  -0.069  3.765  2.895
H  -2.207  2.359  -2.307
H  -2.475  -1.662  2.259
H  0.612  -1.399  1.373
H  0.734  0.958  -0.743
H  -2.991  -3.365  -2.632
H  4.577  2.052  0.080
H  3.283  -1.684  -0.011
H  -0.064  2.248  -4.267
H  2.135  2.836  1.303
H  4.117  -2.598  0.820

=====

Run Q
The following is a DFT calculation (ωB97M-V/def2-TZVPD) of a 20-piece molecular cluster, H39O20 overall.

## Properties
* HOMO: -7.51 eV
* E_LUMO: 1.9 eV
* total charge: -1
* gap between HOMO and LUMO: 9.4501 eV

Atoms and positions in Å:
O  -1.814  3.621  -2.042
O  2.369  -1.371  -3.410
O  1.364  0.266  3.186
O  2.215  -4.434  -0.445
O  -1.145  0.933  3.553
O  0.320  3.637  1.948
O  2.088  2.563  -3.135
O  -2.086  4.785  1.116
O  1.986  -1.980  -0.712
O  -4.067  1.572  -3.411
O  0.058  -0.426  0.470
O  -2.795  -4.563  -0.326
O  -0.798  -2.654  1.027
O  0.702  -3.336  3.894
O  -0.238  -5.529  -2.096
O  0.229  0.929  -1.622
O  -1.121  1.605  1.075
O  -3.530  0.511  0.005
O  2.517  2.983  0.149
O  4.210  1.057  -1.066
H  2.039  3.668  0.658
H  -1.591  1.721  3.831
H  0.381  3.039  2.683
H  0.935  0.353  -1.943
H  -3.825  2.489  -3.709
H  2.406  -1.667  -2.493
H  -3.182  0.170  -0.820
H  1.727  2.440  0.163
H  1.710  -0.644  -3.478
H  -0.383  3.079  1.495
H  1.869  1.644  -3.149
H  -3.159  1.265  -3.415
H  -1.813  1.152  1.546
H  1.380  -2.712  -0.836
H  -1.362  4.413  1.615
H  -0.428  -5.666  -1.164
H  3.349  0.798  -0.779
H  -4.477  0.553  -0.369
H  -1.271  2.855  -2.204
H  -0.026  0.481  -0.746
H  0.934  0.219  4.034
H  -0.586  0.745  0.722
H  -1.645  4.557  0.249
H  -0.482  -1.668  0.431
H  4.616  1.695  -0.473
H  -1.756  0.337  3.075
H  1.452  -1.448  -0.102
H  0.606  -2.394  3.932
H  2.815  2.610  -2.484
H  0.654  -0.673  1.290
H  -1.859  -4.574  -0.023
H  2.952  -3.829  -0.619
H  -1.466  -2.197  1.555
H  0.031  -4.619  -2.221
H  -3.185  -5.085  0.374
H  2.272  -4.482  0.576
H  0.774  0.896  2.790
H  -1.655  3.896  -1.129
H  0.783  -3.582  2.978

=====

The most stable arrangement is run Q, and the next structure is 93.4 kJ/mol less stable.

=====

Run P
The following is a DFT calculation (ωB97M-V/def2-TZVPD) of one molecule with the formula C9H10O3.

## Properties
* HOMO: -8.95 eV
* E_LUMO: 0.6 eV
* SMILES string: COc1cc(O)ccc1C(C)=O
* gap between HOMO and LUMO: 9.5705 eV

Atoms and positions in Å:
O  -0.341  1.990  -0.672
O  -2.704  0.354  0.006
O  3.762  -0.207  -0.037
C  -0.380  -0.410  -0.185
C  -0.790  2.704  0.499
C  1.669  0.908  -0.339
C  2.423  -0.245  -0.096
C  -1.886  -0.541  -0.133
C  -2.418  -1.951  -0.260
C  0.261  0.812  -0.380
C  1.797  -1.482  0.174
C  0.416  -1.500  0.146
H  2.391  -2.332  0.455
H  2.156  1.877  -0.605
H  -1.248  3.614  0.095
H  -1.519  2.113  1.030
H  0.036  2.915  1.214
H  -2.144  -2.538  0.649
H  -0.060  -2.437  0.344
H  -3.530  -1.861  -0.338
H  -1.953  -2.443  -1.117
H  4.063  0.657  -0.448

=====

Run Q
The following is a DFT calculation (ωB97M-V/def2-TZVPD) of one molecule with the formula C9H10O3.

## Properties
* HOMO: -9.00 eV
* E_LUMO: 0.3 eV
* SMILES string: Cc1ccccc1COC(=O)O
* gap between HOMO and LUMO: 9.2577 eV

Atoms and positions in Å:
O  -2.550  -0.841  1.936
O  -1.933  -1.823  -0.025
O  -2.886  0.509  0.110
C  1.848  2.176  -0.181
C  -0.004  0.983  -1.654
C  0.977  -0.306  0.535
C  1.048  -1.589  1.517
C  0.006  -0.270  -0.699
C  -2.440  -0.709  0.682
C  1.923  0.927  0.772
C  0.888  2.236  -1.414
C  -1.006  -1.443  -1.076
H  2.535  3.062  0.008
H  0.579  -1.265  2.525
H  2.123  -1.935  1.708
H  -1.594  -1.130  -2.003
H  2.659  0.917  1.641
H  -2.338  1.199  0.570
H  -0.358  -2.357  -1.366
H  0.379  -2.443  1.118
H  -0.700  0.971  -2.573
H  0.843  3.133  -2.132

=====

The most stable arrangement is run P, and the next structure is 401.3 kJ/mol less stable.